Record 1
Computed, not measured: a cluster of 2 separate species, CH3NO2 in total in a non-equilibrium geometry, with ωB97M-V/def2-TZVPD.

```
7
Properties=species:S:1:pos:R:3:nbo_charge:R:1
C 0.59218 1.25350 0.74937 -0.0592
N -0.49882 0.86771 0.70143 0.2219
O -1.67918 0.69029 0.72952 -0.4019
O 0.15336 -0.94098 -1.05961 -0.9763
H 1.58737 0.96429 0.98940 0.2366
H -0.76612 -1.04881 -1.36347 0.4923
H 0.61121 -1.78600 -0.74664 0.4865
```

Results
Structure (SMILES)   C#[N+][O-].O
Energy relative to the best compared isomer or geometry (same formula, charge and spin)   427.8 kJ/mol
2S+1   1
E_HOMO   -9.85 eV

---

Record 2
Computed, not measured: the molecule C4H8BrNO2 in a non-equilibrium geometry, with ωB97M-V/def2-TZVPD.

```
16
Properties=species:S:1:pos:R:3:nbo_charge:R:1
C 0.00899 1.37401 -0.23207 -0.6169
C 0.50646 -1.32087 -0.04683 -0.6035
C -0.38673 -0.10264 -0.50174 -0.3253
C -1.63723 -0.42254 0.17938 -0.0239
N -2.26266 -1.65941 -0.02443 0.4491
O -2.34964 -2.32150 0.96582 -0.3455
O -2.54856 -2.07092 -1.12584 -0.3592
Br -3.27877 0.91583 -0.01191 -0.0407
H 0.35566 1.51058 0.82396 0.2096
H 0.87947 1.54409 -0.91789 0.2292
H -0.98020 2.04742 -0.32456 0.2476
H 0.03228 -2.28024 -0.33971 0.2235
H 0.56404 -1.40809 1.03368 0.2145
H 1.49986 -1.28077 -0.45963 0.2292
H -0.44496 -0.17176 -1.59926 0.2337
H -1.45230 -0.19046 1.44389 0.2785
```

Results
Structure (SMILES)   CC(C)[C@@H](Br)[N+](=O)[O-]
Energy relative to the best compared isomer or geometry (same formula, charge and spin)   393.7 kJ/mol
2S+1   1
E_HOMO   -10.63 eV

---

Record 3
Computed, not measured: a structure of composition C24H23NO3S in a non-equilibrium geometry, with ωB97M-V/def2-TZVPD.

```
52
Properties=species:S:1:pos:R:3:nbo_charge:R:1
C -2.42525 0.06283 3.11486 -0.6320
C -1.62163 -0.15886 1.86422 -0.0606
O -0.45691 0.83581 1.95358 -0.5273
C 0.38725 0.70268 0.94176 0.8175
C 0.60004 1.73458 -0.05740 -0.4626
S 2.34600 2.60774 0.36573 1.2712
C 3.16099 1.48253 1.49074 -0.2138
C 3.77011 0.32764 1.00697 -0.2035
C 4.42277 -0.54503 1.86597 -0.2119
C 4.54983 -0.21566 3.22335 -0.1884
C 4.01596 0.98466 3.69759 -0.2023
C 3.33472 1.84472 2.83120 -0.2212
O 1.84567 3.76638 1.16034 -0.9487
O 0.95476 -0.37407 0.59871 -0.6461
H -3.38569 -0.46382 3.05892 0.2222
H -1.87453 -0.32901 3.97259 0.2175
H -2.62388 1.12866 3.24336 0.2246
H -1.21217 -1.17855 1.78570 0.2125
H -2.19343 0.10714 0.96055 0.1926
H -0.20314 2.52003 -0.31867 0.2540
H 3.75358 0.13483 -0.06679 0.2245
H 4.83191 -1.47971 1.46969 0.2222
H 5.07276 -0.89330 3.90130 0.2197
H 4.12460 1.27017 4.74744 0.2209
H 2.92554 2.78470 3.17996 0.2483
C 1.86663 0.35348 -1.86289 -0.6009
C 0.65712 0.72844 -1.04588 -0.0520
N -0.51833 -0.03905 -1.39847 -0.3956
C -1.67722 0.56044 -1.96076 0.1537
C -1.99786 1.86724 -2.15295 -0.2735
C -3.29098 2.16465 -2.60214 -0.1917
C -4.22084 1.11722 -2.85898 -0.2393
C -3.86549 -0.20921 -2.67897 -0.2056
C -2.60328 -0.50470 -2.24291 -0.0116
C -1.95305 -1.74711 -1.88163 -0.0994
C -0.64078 -1.43881 -1.42916 0.1592
C 0.22184 -2.42131 -1.00338 -0.1812
C -0.27730 -3.73331 -0.87716 -0.2166
C -1.59582 -4.02547 -1.26739 -0.2440
C -2.43172 -3.04725 -1.79681 -0.1871
H 2.71133 0.99703 -1.58153 0.2018
H 2.05816 -0.69853 -1.64496 0.2174
H 1.55354 0.61944 -2.88734 0.2242
H 0.33941 1.60981 -1.55222 0.1931
H -1.26010 2.68773 -1.97329 0.2106
H -3.60670 3.19157 -2.75678 0.2180
H -5.21837 1.37151 -3.19716 0.2151
H -4.55433 -1.05104 -2.85771 0.2149
H 1.26740 -2.22374 -0.74458 0.2217
H 0.35793 -4.51257 -0.47238 0.2148
H -1.96205 -5.03670 -1.14575 0.2117
H -3.45902 -3.23689 -2.11847 0.2130
```

Results
Energy relative to the best compared isomer or geometry (same formula, charge and spin)   416.1 kJ/mol
2S+1   1
E_HOMO   -7.78 eV

---

Record 4
Computed, not measured: the molecule C27H27N3O6S2, with ωB97M-V/def2-TZVPD.

```
65
Properties=species:S:1:pos:R:3:nbo_charge:R:1
C -2.70949 1.71420 0.32999 -0.3674
C -1.42042 1.43991 0.37608 -0.1953
C -0.63122 1.29406 1.64264 -0.2745
N 0.08173 0.02383 1.65933 -0.4279
C -0.56457 -1.13040 1.94257 0.3297
N -0.02597 -2.30215 1.93399 -0.5154
C 1.26607 -2.36197 1.57595 0.0579
C 2.04950 -1.26194 1.24249 -0.2649
C 3.39622 -1.63575 0.93876 0.0476
C 3.57094 -2.98061 1.06307 -0.4153
S 2.14634 -3.84228 1.52335 0.4542
H 4.47450 -3.52990 0.88751 0.2402
C 4.47594 -0.72920 0.54255 -0.0806
C 4.29450 0.23310 -0.43978 -0.1806
C 5.34326 1.05606 -0.80167 -0.2891
C 6.59646 0.95380 -0.20914 0.2892
C 6.79046 -0.02019 0.78855 0.2460
C 5.72650 -0.84390 1.13544 -0.2281
H 5.90106 -1.57492 1.90932 0.2246
O 7.94070 -0.28732 1.47320 -0.5001
C 9.03813 0.59615 1.43464 -0.2387
H 8.75077 1.60939 1.72430 0.1778
H 9.50598 0.62202 0.44843 0.1835
H 9.74626 0.19911 2.16241 0.1857
O 7.65830 1.75187 -0.56178 -0.5246
C 7.44904 2.77816 -1.49818 -0.2503
H 7.17816 2.38021 -2.48176 0.1753
H 6.67894 3.48044 -1.16348 0.1782
H 8.40286 3.29914 -1.57389 0.1979
H 5.17340 1.79218 -1.57049 0.2162
H 3.34108 0.34164 -0.92947 0.2196
C 1.45612 0.05046 1.30364 0.6625
O 1.99304 1.11772 1.09383 -0.6093
S -2.26328 -1.04326 2.40583 0.2599
C -2.82123 -2.61586 1.67102 -0.6054
C -2.79708 -2.38826 0.17686 0.5341
O -1.90643 -2.85650 -0.51453 -0.5687
C -3.80331 -1.52824 -0.40670 -0.0505
C -4.95126 -0.87323 0.03078 0.0687
C -5.47153 -0.18398 -1.09617 -0.2900
C -4.62778 -0.44169 -2.18410 0.2683
N -3.65302 -1.24275 -1.74735 -0.4621
H -2.88258 -1.62095 -2.28016 0.4381
C -4.68957 0.01880 -3.59143 -0.6470
H -3.86169 -0.39710 -4.16151 0.2147
H -4.64764 1.10541 -3.63781 0.2400
H -5.62918 -0.28576 -4.04806 0.2413
C -6.67025 0.65139 -1.11321 0.7942
O -7.40736 0.85914 -0.17755 -0.6129
O -6.88860 1.19935 -2.32790 -0.5203
C -8.03803 2.02419 -2.42759 -0.2589
H -7.96357 2.86719 -1.73725 0.1938
H -8.07258 2.37441 -3.45613 0.1931
H -8.93792 1.45476 -2.18542 0.1943
C -5.55028 -0.87820 1.38974 -0.6670
H -4.82640 -0.54511 2.13182 0.2198
H -5.88110 -1.88133 1.65854 0.2199
H -6.41036 -0.21664 1.40789 0.2685
H -2.10696 -3.38680 1.95586 0.2791
H -3.81420 -2.81279 2.06255 0.2486
H 0.14387 2.06798 1.68372 0.2681
H -1.27385 1.36695 2.52254 0.2127
H -0.84371 1.30303 -0.52942 0.2052
H -3.23489 1.82618 -0.60262 0.2021
H -3.29284 1.84677 1.22534 0.1942
```

Results
Structure (SMILES)   C=CCn1c(SCC(=O)c2[nH]c(C)c(C(=O)OC)c2C)nc2scc(-c3ccc(OC)c(OC)c3)c2c1=O
2S+1   1
E_HOMO   -7.60 eV